# C33H57BaN7O7P2Sb

A molecular structure, C33H57BaN7O7P2Sb (wB97M-V/def2-TZVPD, OMol25).

F_max	9.74	eV/Å
net charge	+1
HOMO energy	-9.97	eV
calculated total energy	-3150.20037	a.u.
ΔE to the lowest compared entry with this formula, charge and spin	108.9	kcal per mole

Structure (XYZ):
```
108
Properties=species:S:1:pos:R:3:forces:R:3:mulliken_charge:R:1
Ba 1.552443 0.754752 -0.060865 -6.567 6.809 2.318 0.404
Sb -0.407302 -1.369912 1.211315 -1.331 -1.295 0.957 0.546
P 3.865868 -0.363030 -1.905660 1.039 0.208 -0.830 0.848
P 3.487674 -0.965721 0.730559 1.810 -1.301 0.582 0.274
O 2.167647 -1.438775 0.172894 1.288 -2.320 0.643 0.031
O 5.153767 0.012727 -2.768292 0.585 -0.432 0.071 -0.605
O 4.545170 -0.899377 -0.499700 -0.676 0.107 -0.259 -0.282
O 3.419181 0.385887 1.366015 1.408 -0.421 0.891 -0.418
O 3.143078 0.940817 -1.588115 3.079 -0.633 -2.611 -0.329
O 3.087335 -1.427914 -2.570437 -0.211 -0.041 -0.010 -0.592
O 4.096861 -2.030978 1.699971 0.944 -0.354 0.445 -0.376
N 0.568995 4.067510 1.471794 0.010 0.197 0.055 1.227
N 3.035911 3.119602 0.099496 0.577 0.344 0.481 -0.074
N 0.333615 2.883635 -3.218130 -0.487 -0.137 -0.757 -0.296
N -1.411882 2.388375 -0.223210 0.164 0.413 0.515 -0.094
N 1.126390 1.537058 2.692432 0.127 0.124 0.513 0.207
N -1.106440 -0.170210 -6.177151 -0.379 0.402 0.264 -0.207
N 0.458785 -0.170291 -2.135307 -0.455 -1.092 -1.750 1.510
C -1.261734 0.375382 -3.780142 0.101 -0.125 -0.090 -0.549
C -2.337513 -1.585775 2.142288 -0.571 0.001 0.248 -0.435
C 0.560710 -2.559301 2.732290 0.222 -0.254 0.099 1.032
C -3.002605 -1.312970 -0.865002 0.053 -0.312 -0.001 -1.133
C -4.206679 -0.309284 3.075933 0.192 -0.152 -0.097 -0.695
C -0.179037 -4.356485 -2.099682 -0.048 0.064 0.035 -1.047
C -1.356573 -4.151451 -2.804358 -0.056 0.119 0.079 -0.851
C -0.552827 2.180276 -5.432967 -0.147 -0.135 -0.027 -1.456
C 0.073476 -3.608228 -0.954436 -0.191 0.184 -0.126 -0.948
C -1.454985 0.954059 -5.165177 0.335 0.023 -0.102 -0.093
C -2.248769 -3.173516 -2.371546 0.029 -0.037 0.049 -0.386
C 1.672330 4.935896 1.028239 -0.287 -0.344 -0.106 -0.915
C 1.379440 -3.667083 2.453748 -0.167 0.378 0.161 -0.037
C -4.844835 -1.499937 3.402869 0.079 -0.083 -0.042 -0.876
C -0.834273 -2.649380 -0.483944 0.121 -0.277 -0.033 -0.398
C -1.754457 3.354218 0.853050 0.350 -0.434 -0.169 -0.417
C 0.676017 2.237017 -4.507240 -0.205 -0.110 0.414 0.219
C 0.384039 -2.166300 4.075223 -0.082 0.025 -0.150 0.990
C 0.175831 -0.118217 -3.584686 0.241 0.308 0.370 -0.244
C -2.991289 -2.796578 2.474999 0.078 0.268 -0.049 0.823
C -4.240426 -2.718134 3.103951 0.050 0.080 -0.029 -0.957
C 1.839921 -3.982463 4.785303 -0.065 0.063 -0.008 -0.807
C 0.560331 3.922999 2.935466 0.088 -0.008 -0.254 -1.646
C 0.341873 2.509007 3.468820 0.014 -0.188 -0.607 -0.626
C 2.009844 -4.376565 3.465254 -0.061 0.056 0.020 -0.783
C -0.527035 -1.030223 4.514936 0.193 -0.218 0.119 -1.285
C -0.730949 4.477477 0.939908 0.372 -0.204 -0.175 -1.523
C -2.421220 -4.170419 2.163881 -0.114 0.257 -0.005 -0.929
C 1.037893 -2.888928 5.077152 -0.026 -0.019 -0.005 -0.791
C 3.017277 4.224621 1.081291 -0.372 -0.498 -0.234 -0.867
C 1.193899 0.819930 -4.288559 -0.227 -0.122 -0.009 -1.671
C -2.008045 -2.406138 -1.226557 -0.109 0.054 -0.042 2.128
C -2.964074 -0.363429 2.450647 -0.124 -0.461 -0.004 -0.176
H -1.150814 3.082578 -5.296152 -0.029 -0.055 -0.030 0.361
H 0.271086 -1.120181 -4.017476 0.097 -0.150 -0.011 0.591
H -1.803547 2.806058 1.800637 0.009 0.104 -0.185 0.058
H -0.135501 -0.435476 -6.080889 0.511 -0.046 0.134 0.251
H 2.112281 0.851937 -3.717381 0.147 -0.082 0.151 0.380
H -3.175180 -3.011642 -2.917536 0.059 -0.014 0.016 0.509
H 1.022486 -3.747966 -0.463392 0.056 0.027 0.114 0.210
H -1.430885 1.186194 -3.079460 -0.092 0.108 0.141 -0.250
H -1.253551 0.124538 -7.135414 -0.101 0.122 -0.256 0.386
H 0.599606 2.518531 4.524531 0.058 -0.004 0.297 0.579
H 3.384941 3.428413 -0.799118 0.015 0.060 -0.038 0.069
H -2.498650 1.183491 -5.352975 -0.100 -0.019 -0.152 0.589
H -0.711252 2.228775 3.405710 0.001 -0.050 -0.008 0.279
H 1.718403 5.869035 1.601310 0.000 0.131 0.084 0.278
H -0.663528 -0.258319 3.760509 0.094 0.041 -0.020 -0.457
H 1.489266 5.205491 -0.017841 -0.023 0.021 0.101 0.483
H 0.449832 3.882452 -3.280926 0.000 0.236 -0.077 0.291
H -1.582615 -4.746391 -3.684459 0.017 0.069 0.086 0.383
H -2.399561 -4.356112 1.085672 -0.008 0.051 0.057 0.108
H 2.327375 -4.524405 5.587122 -0.015 0.030 -0.034 0.398
H -0.191887 4.581113 3.382566 -0.066 0.117 0.073 0.261
H 1.445729 2.799052 -5.027100 0.204 0.126 -0.119 0.701
H -3.026135 -4.955276 2.625122 0.037 0.134 -0.039 0.512
H 1.424696 -0.532087 -2.048346 -0.434 -0.383 -0.877 0.313
H 2.101993 1.830378 2.630926 -0.162 -0.043 0.118 0.139
H 3.177376 3.804016 2.076947 0.032 0.004 -0.043 0.291
H 5.646168 -0.785525 -3.052486 -0.428 0.599 0.171 0.329
H -0.573015 4.861918 -0.078795 -0.039 -0.036 0.177 0.547
H -1.530336 -1.401702 4.740182 0.078 -0.013 0.005 0.408
H 3.806495 4.951904 0.920751 0.240 0.165 -0.060 0.538
H -0.138720 -0.555125 5.419031 0.036 -0.049 -0.049 0.530
H -5.814372 -1.483594 3.890746 0.101 -0.016 -0.044 0.377
H 4.959256 -1.752427 2.078516 -0.744 -0.227 -0.235 0.343
H -1.659545 -1.004071 -6.000955 -0.200 -0.147 0.069 0.389
H -4.751592 -3.642957 3.362256 0.058 0.124 -0.016 0.405
H -0.221360 2.180207 -6.482949 -0.075 0.021 0.176 0.417
H -2.150778 1.701809 -0.308809 -0.035 0.009 -0.079 0.041
H 2.638889 -5.225799 3.218209 -0.070 0.082 0.027 0.460
H -3.829866 -1.291907 -1.574987 0.052 0.000 -0.081 0.516
H -2.467230 0.572169 2.194925 0.020 -0.076 0.016 0.350
H 1.486114 0.408659 -5.267015 0.005 0.042 0.086 0.481
H 1.526278 4.264766 3.311635 0.017 0.019 0.010 0.430
H 0.548170 -5.088043 -2.437026 -0.082 0.070 0.044 0.433
H -1.399229 -4.275381 2.527155 0.017 0.041 0.016 0.076
H -3.426548 -1.446630 0.134409 0.066 -0.026 -0.310 0.225
H -1.167284 5.300223 1.523131 -0.011 0.070 0.068 0.328
H 0.897189 -2.586323 6.113009 0.040 -0.036 -0.134 0.443
H 1.549459 -3.984339 1.437293 -0.023 0.052 -0.099 0.148
H -2.522294 -0.328396 -0.874941 0.042 -0.024 0.012 -0.290
H 0.920341 2.571692 -2.469366 0.455 -0.292 0.263 -0.062
H -0.077238 -0.954578 -1.746029 -0.119 0.248 -0.146 -0.913
H -4.667610 0.645201 3.306033 0.035 -0.060 -0.017 0.462
H 3.674272 2.374193 0.393055 -0.014 0.411 -0.044 0.227
H 1.155950 0.642034 3.175219 0.058 0.099 0.051 -0.073
H -1.983311 -0.419637 -3.570039 0.016 0.000 -0.003 0.540
H -1.328237 2.882677 -1.108020 -0.086 -0.130 -0.020 0.206
H -2.724629 3.820555 0.704708 -0.310 0.064 -0.089 0.549
```
Forces are in eV/Å.


# C4H5MgO2Tl

A molecular structure, C4H5MgO2Tl (wB97M-V/def2-TZVPD, OMol25).

F_max	0.98	eV/Å
<S²>	1.76
net charge	+1
HOMO energy (spin up / spin down)	-10.42 / -10.04	eV
calculated total energy	-678.08050	a.u.
ΔE to the lowest compared entry with this formula, charge and spin	61.1	kcal per mole
2S+1	2

Structure (XYZ):
```
13
Properties=species:S:1:pos:R:3:forces:R:3:mulliken_spin:R:1
Tl -3.943520 2.494789 -1.363902 0.491 -0.111 0.270 0.004
Mg 2.733040 -2.186472 3.058167 -0.199 -0.027 -0.253 0.964
O 1.540014 -1.811096 1.585413 0.718 -0.432 0.050 -0.114
O -1.835646 1.972073 -0.156956 -0.284 0.151 -0.233 -0.150
C 0.237516 -1.040739 -0.205687 -0.460 0.313 -0.802 -0.147
C -0.692392 -0.049707 -0.567843 0.341 -0.447 -0.091 -0.157
C 1.269830 -0.907591 0.723984 0.057 0.682 0.305 -0.205
C -0.888859 1.179542 0.092688 0.064 -0.170 -0.045 -0.144
H -1.431645 -0.307737 -1.331593 0.274 0.101 0.155 0.011
H 1.125131 1.171432 -2.728821 0.009 0.032 -0.026 0.980
H -0.181533 1.473604 0.888155 -0.181 -0.101 -0.123 -0.002
H 1.879039 0.010273 0.737196 -0.410 0.026 0.200 -0.016
H 0.189031 -1.998365 -0.730795 -0.418 -0.017 0.591 -0.024
```
Forces are in eV/Å.


# C14H27N10O5PbS2Se

A molecular structure, C14H27N10O5PbS2Se (wB97M-V/def2-TZVPD, OMol25).

F_max	0.98	eV/Å
net charge	+1
HOMO energy	-10.88	eV
calculated total energy	-4863.82403	a.u.
ΔE to the lowest compared entry with this formula, charge and spin	16.6	kcal per mole

Structure (XYZ):
```
60
Properties=species:S:1:pos:R:3:forces:R:3:mulliken_charge:R:1
Pb 0.013412 -0.116357 0.111382 0.013 -0.348 -0.104 1.572
Se 1.141146 1.972146 -2.243630 0.680 -0.050 -0.706 0.302
S -1.480175 2.398515 -1.394456 -0.160 0.195 0.536 0.933
S -2.837254 -0.336164 4.226342 0.277 -0.032 -0.164 -0.207
O 0.069438 -2.132005 -0.577667 -0.263 0.155 0.436 -0.745
O -2.077198 1.143470 -0.941413 -0.086 -0.074 -0.120 -0.733
O -2.391046 3.380877 -1.850642 -0.105 0.080 -0.269 -0.568
O -0.391202 2.838880 -0.519360 -0.110 0.002 -0.009 -0.613
O -0.585466 1.943863 -2.721085 -0.112 -0.070 -0.277 -0.415
N -3.455171 0.051008 1.612515 0.091 -0.009 -0.158 -0.337
N 2.447671 -0.317684 0.981585 0.283 -0.177 0.358 0.172
N 3.569610 0.290815 0.657276 0.252 0.012 0.028 -0.627
N 1.203395 0.698719 -5.016371 0.114 0.152 0.287 0.280
N -0.490860 -0.754269 3.348433 0.388 -0.102 0.033 -0.213
N 3.941683 -0.863294 2.501211 0.123 -0.034 0.123 -0.986
N 4.416308 -0.060783 1.581212 -0.493 0.058 0.067 1.329
N 3.086117 0.804002 -3.956857 -0.138 0.140 0.154 0.174
N -1.248276 -0.483536 2.246433 -0.638 0.033 -0.124 -0.041
N 5.726513 0.321906 1.562546 0.515 -0.262 -0.359 -0.576
C -0.537612 -0.969614 5.800947 0.185 -0.133 -0.036 -0.360
C 2.687164 -1.013866 2.099639 -0.049 0.092 -0.251 -0.455
C 0.086179 -2.380407 -2.967055 -0.012 -0.049 0.198 -1.096
C 4.063079 1.076950 -2.915337 0.023 -0.078 0.269 -0.995
C -2.510149 -0.228096 2.520177 0.256 -0.168 0.565 0.348
C 0.363178 -2.207405 5.804145 -0.138 0.068 0.015 -0.953
C -0.194369 0.784743 -5.433668 -0.277 -0.119 -0.032 -0.915
C 0.455545 -4.326081 -1.428425 -0.031 0.189 0.041 -1.863
C 2.194909 -2.539225 -1.646340 -0.237 -0.056 0.070 -1.181
C 3.338959 0.183472 -5.154630 -0.065 -0.171 -0.287 -0.419
C 2.163849 0.114171 -5.813730 0.188 -0.027 -0.001 -0.538
C 0.683337 -2.825339 -1.623003 0.318 -0.022 -0.418 1.691
C -1.137105 -0.722472 4.453502 -0.464 0.113 -0.172 0.167
C 1.781615 1.110151 -3.874806 -0.366 -0.013 0.090 0.135
H 3.900701 2.075283 -2.507979 0.065 0.046 -0.089 0.371
H 0.896873 -4.891869 -2.251057 -0.019 -0.060 0.033 0.389
H -0.717004 1.528242 -4.854140 -0.004 0.138 0.081 0.349
H -4.367391 0.337476 1.916050 -0.023 0.036 -0.015 0.247
H 2.357286 -1.459582 -1.750286 0.057 0.000 -0.014 -0.076
H 2.649532 -2.873561 -0.712168 0.038 0.054 -0.003 0.312
H 4.318032 -0.158806 -5.438664 0.022 0.051 0.060 0.475
H 0.254085 -1.303712 -3.092049 -0.029 0.001 -0.048 -0.117
H -0.613317 -4.534599 -1.379893 0.000 -0.007 -0.044 0.414
H 6.137935 0.192877 2.474725 -0.093 0.062 0.117 0.305
H 5.059497 1.021924 -3.342611 -0.005 0.044 -0.025 0.339
H 2.681595 -3.055149 -2.476396 0.036 0.023 0.000 0.466
H -1.333800 -1.074224 6.537347 0.007 0.040 0.024 0.369
H 3.974241 0.351451 -2.105796 -0.025 -0.015 -0.038 0.338
H 0.820701 -2.334533 6.783820 0.018 -0.010 -0.015 0.358
H -0.229091 1.052631 -6.486554 0.087 0.006 0.007 0.385
H 1.935684 -1.600667 2.601355 0.073 -0.005 0.072 0.557
H 0.904578 -4.650449 -0.489127 0.022 -0.013 -0.011 0.412
H -0.988053 -2.569123 -2.976356 -0.005 0.047 -0.009 0.412
H 1.925238 -0.287546 -6.782261 -0.020 0.006 0.014 0.507
H -0.680543 -0.179519 -5.289196 0.061 0.000 0.027 0.303
H 0.544683 -2.915607 -3.801323 0.000 0.036 -0.038 0.436
H -0.211745 -3.103489 5.571357 0.024 -0.011 -0.005 0.327
H 0.053005 -0.091863 6.073588 -0.095 0.038 0.053 0.250
H -3.169477 0.314668 0.678186 -0.047 0.076 -0.061 0.188
H 5.835721 1.249307 1.182448 -0.150 0.146 0.121 0.271
H 1.149520 -2.102183 5.059501 0.044 -0.027 0.024 0.143
```
Forces are in eV/Å.